# C33H47MoN2O6PSbSeSi3

A structure of composition C33H47MoN2O6PSbSeSi3 (ωB97M-V with the def2-TZVPD basis set, the Open Molecules 2025 dataset).

Element x y z (Å)
1 Mo 0.193 -0.791 0.159
2 O -0.636 0.775 -0.449
3 N -1.186 1.970 -0.672
4 N -1.832 2.344 0.369
5 O -2.004 1.670 1.405
6 C -2.348 3.701 0.299
7 C -3.448 4.006 1.078
8 C -3.955 5.294 1.029
9 C -3.353 6.250 0.223
10 C -2.235 5.925 -0.535
11 C -1.717 4.640 -0.501
12 H -3.884 3.249 1.714
13 H -4.819 5.552 1.626
14 H -3.749 7.256 0.193
15 H -1.758 6.677 -1.148
16 H -0.838 4.372 -1.069
17 C 6.480 -0.785 0.812
18 C 6.293 0.341 0.019
19 C 5.026 0.660 -0.438
20 C 3.938 -0.152 -0.109
21 C 4.129 -1.278 0.685
22 C 5.402 -1.590 1.145
23 P 2.298 0.320 -0.702
24 C 2.329 0.273 -2.512
25 C 3.348 -0.375 -3.201
26 C 3.302 -0.463 -4.585
27 C 2.238 0.084 -5.285
28 C 1.213 0.726 -4.601
29 C 1.256 0.821 -3.219
30 C 2.123 2.077 -0.258
31 C 2.336 3.116 -1.158
32 C 2.155 4.433 -0.755
33 C 1.759 4.719 0.543
34 C 1.552 3.687 1.449
35 C 1.735 2.373 1.049
36 H 7.471 -1.032 1.171
37 H 7.134 0.971 -0.240
38 H 4.881 1.544 -1.049
39 H 3.296 -1.917 0.934
40 H 5.550 -2.467 1.761
41 H 4.165 -0.832 -2.659
42 H 4.099 -0.970 -5.114
43 H 2.205 0.009 -6.364
44 H 0.380 1.155 -5.144
45 H 0.457 1.333 -2.697
46 H 2.637 2.903 -2.176
47 H 2.326 5.237 -1.460
48 H 1.616 5.746 0.853
49 H 1.249 3.905 2.464
50 H 1.577 1.572 1.764
51 O 2.199 -2.698 -1.736
52 Se 0.732 -2.860 -1.086
53 O -0.045 -5.374 0.765
54 O 0.929 -2.345 0.764
55 O -2.444 -3.078 -1.005
56 C -5.237 0.109 -0.061
57 Si -4.858 -1.352 1.033
58 C -4.934 -0.843 2.827
59 C -5.924 -2.842 0.650
60 Sb -2.401 -2.054 0.698
61 Si -2.152 -4.170 2.163
62 C -1.450 -5.486 1.001
63 C -3.778 -4.780 2.847
64 C -0.942 -3.768 3.523
65 Si -2.857 -2.677 -2.557
66 C -4.679 -2.922 -2.865
67 C -1.867 -3.802 -3.667
68 C -2.405 -0.890 -2.889
69 H -6.275 0.413 0.103
70 H -5.118 -0.107 -1.123
71 H -4.584 0.946 0.201
72 H -5.957 -0.558 3.088
73 H -4.290 0.020 3.015
74 H -4.635 -1.649 3.501
75 H -6.762 -2.547 0.013
76 H -6.331 -3.257 1.574
77 H -5.380 -3.631 0.130
78 H -1.932 -5.402 0.025
79 H -1.713 -6.476 1.396
80 H 0.427 -5.446 1.601
81 H -4.457 -5.104 2.057
82 H -4.291 -4.031 3.454
83 H -3.577 -5.643 3.489
84 H -0.004 -3.384 3.118
85 H -0.725 -4.663 4.113
86 H -1.350 -3.020 4.207
87 H -5.003 -3.931 -2.600
88 H -4.885 -2.776 -3.929
89 H -5.301 -2.212 -2.313
90 H -1.938 -4.842 -3.338
91 H -0.808 -3.527 -3.693
92 H -2.233 -3.753 -4.696
93 H -2.820 -0.212 -2.136
94 H -2.790 -0.570 -3.861
95 H -1.320 -0.748 -2.903

Cartesian forces (eV/Å) of the 6 atoms listed first:
Mo -0.120 -0.715 0.055
O -0.210 -0.142 0.011
N -0.050 -0.028 0.288
N 0.264 -0.197 0.135
O 0.071 0.112 -0.364
C -0.010 0.026 -0.044

As for the total energy: -5766.12396 Eh. The HOMO-LUMO gap comes out at 0.2552 Ha. The calculation puts the energy above the lowest of the compared OMol25 structures with the same formula, charge and spin at 9.4 kJ/mol. The lowest unoccupied orbital energy is -0.13797 hartree. Its total charge is +1. As for the HOMO energy: -10.70 eV.

Results of the Mulliken charge analysis, in e, for atoms 1 through 2: number 1, Mo, carries 0.214; number 2, O, carries 0.550

# C33H47N3O12S

A cluster of 4 separate species, C33H47N3O12S in total in a non-equilibrium geometry (ωB97M-V with the def2-TZVPD basis set, the Open Molecules 2025 dataset).

Element x y z (Å)
1 C -2.679 1.364 3.919
2 C -3.471 0.065 3.511
3 C -3.110 -0.515 2.082
4 C -2.551 0.556 1.059
5 O -1.110 0.418 1.051
6 C -0.562 0.712 -0.188
7 C -0.736 -0.154 -1.359
8 C -1.525 -1.522 -1.305
9 C -0.495 -2.633 -1.835
10 C -0.491 -3.938 -0.960
11 O -0.343 -3.715 0.441
12 C 1.029 -3.548 0.819
13 C -0.128 0.237 -2.635
14 C 0.663 1.452 -2.820
15 O 1.274 1.806 -4.034
16 C 2.695 1.529 -3.930
17 C 3.106 0.187 -4.691
18 C 3.618 -0.881 -3.629
19 C 0.837 2.314 -1.641
20 C 0.228 1.930 -0.355
21 S 0.580 3.091 1.018
22 C 2.346 3.452 0.683
23 C 3.357 3.546 1.733
24 C 2.989 3.359 3.241
25 N 1.787 4.125 3.651
26 C 4.746 3.800 1.294
27 C 5.068 3.929 -0.131
28 N 6.435 4.138 -0.609
29 C 4.033 3.857 -1.186
30 C 2.665 3.608 -0.753
31 N 1.625 3.514 -1.748
32 H -3.178 2.259 3.448
33 H -2.610 1.492 5.032
34 H -1.627 1.367 3.507
35 H -4.575 0.255 3.554
36 H -3.200 -0.725 4.265
37 H -2.295 -1.274 2.214
38 H -3.994 -1.073 1.662
39 H -2.906 1.599 1.257
40 H -2.977 0.268 0.052
41 H -2.434 -1.513 -1.954
42 H -1.748 -1.751 -0.226
43 H -0.665 -2.826 -2.930
44 H 0.544 -2.195 -1.773
45 H 0.385 -4.583 -1.278
46 H -1.412 -4.534 -1.205
47 H 1.491 -4.554 1.017
48 H 1.633 -3.065 0.003
49 H 1.071 -2.867 1.711
50 H -0.236 -0.439 -3.520
51 H 3.293 2.403 -4.322
52 H 3.031 1.389 -2.864
53 H 2.264 -0.203 -5.318
54 H 3.994 0.472 -5.327
55 H 4.325 -1.616 -4.107
56 H 2.764 -1.398 -3.125
57 H 4.227 -0.369 -2.829
58 H 2.790 2.250 3.365
59 H 3.825 3.608 3.938
60 H 0.942 3.547 3.577
61 H 1.864 4.305 4.659
62 H 5.593 3.897 2.020
63 H 6.426 3.721 -1.551
64 H 7.006 3.468 -0.073
65 H 4.269 3.944 -2.272
66 H 1.969 3.681 -2.692
67 O -1.159 -7.221 -3.653
68 C -2.002 -7.576 -2.893
69 O -1.768 -7.953 -1.603
70 C -3.038 -8.082 -0.968
71 C -3.969 -8.331 -2.120
72 O -3.325 -7.660 -3.197
73 H -3.031 -8.903 -0.252
74 H -3.263 -7.152 -0.439
75 H -4.057 -9.392 -2.367
76 H -4.965 -7.924 -1.949
77 O -1.794 8.163 -5.626
78 C -1.394 7.460 -4.753
79 O -0.175 6.855 -4.750
80 C 0.018 6.299 -3.452
81 C -1.387 6.124 -2.948
82 O -2.096 7.157 -3.627
83 H 0.560 5.357 -3.510
84 H 0.594 7.004 -2.849
85 H -1.815 5.158 -3.227
86 H -1.461 6.245 -1.868
87 O -3.362 -0.647 6.828
88 C -2.855 -1.721 6.791
89 O -1.631 -1.975 6.254
90 C -1.283 -3.312 6.602
91 C -2.622 -3.953 6.846
92 O -3.423 -2.858 7.279
93 H -0.730 -3.792 5.796
94 H -0.659 -3.293 7.499
95 H -3.058 -4.371 5.935
96 H -2.581 -4.730 7.608

Cartesian forces (eV/Å) of the 6 atoms listed first:
C 0.052 0.225 -0.628
C 0.464 -0.259 0.150
C 0.299 0.458 0.413
C -1.484 -1.451 -0.318
O -0.186 0.552 -1.198
C 1.057 0.663 -2.223

As for the total energy: -2750.87130 Eh. The HOMO-LUMO gap comes out at 0.2916 Ha. The SMILES is CCCCOc1c(CCCOC)cc(OCCC)c2c1Sc1c(CN)cc(N)cc1N2.O=C1OCCO1.O=C1OCCO1.O=C1OCCO1. The lowest unoccupied orbital energy is 0.00874 hartree. As for the HOMO energy: -7.70 eV.

Results of the Mulliken charge analysis, in e, for atoms 1 through 2: number 1, C, carries -0.915; number 2, C, carries 0.235

# C33H47N7O12

A cluster of 7 separate species, C33H47N7O12 in total in a non-equilibrium geometry (ωB97M-V with the def2-TZVPD basis set, the Open Molecules 2025 dataset).

Element x y z (Å)
1 C -1.044 -0.576 -5.142
2 C -2.030 0.315 -4.512
3 C -1.474 1.776 -4.454
4 C -2.501 2.813 -3.973
5 C -3.647 2.824 -5.007
6 C -4.242 1.458 -5.303
7 N -3.216 0.353 -5.337
8 O -3.521 -0.687 -5.993
9 C -5.164 1.321 -6.532
10 C -5.169 1.096 -4.083
11 C -2.375 -0.278 -3.108
12 H -0.113 -0.499 -4.455
13 H -0.855 -0.318 -6.193
14 H -1.413 -1.775 -5.317
15 H -1.201 2.247 -5.378
16 H -0.762 1.689 -3.705
17 H -2.042 3.949 -4.028
18 H -2.903 2.790 -2.922
19 H -3.189 2.996 -5.900
20 H -4.423 3.636 -4.851
21 H -4.721 1.453 -7.381
22 H -5.861 2.100 -6.690
23 H -5.807 0.288 -6.870
24 H -6.216 1.555 -3.981
25 H -4.612 1.154 -3.139
26 H -5.452 0.015 -4.255
27 H -1.297 -0.535 -2.441
28 H -2.910 -1.095 -2.639
29 H -2.675 0.421 -2.540
30 N 0.874 1.167 -0.580
31 O 0.857 0.435 -1.623
32 O 1.183 2.344 -0.599
33 O 0.457 0.604 0.416
34 C -0.903 -1.083 4.783
35 C 0.092 -0.346 3.963
36 C 1.132 0.453 4.647
37 C 1.436 0.087 6.178
38 C 0.281 -0.582 6.920
39 C -0.809 -1.201 6.134
40 N 2.552 0.741 6.874
41 O 3.258 1.686 6.332
42 O 2.782 0.390 8.038
43 H -1.663 -1.474 4.309
44 H 0.074 -0.461 2.870
45 H 1.954 1.031 4.290
46 H 0.345 -0.768 7.963
47 H -1.638 -1.765 6.752
48 C 0.822 -3.942 2.963
49 C 0.989 -2.955 1.722
50 C -0.199 -2.778 0.860
51 C -1.160 -4.000 0.680
52 C -1.299 -4.945 1.850
53 C -0.165 -4.903 2.943
54 N -2.099 -3.924 -0.427
55 O -2.886 -4.894 -0.606
56 O -1.905 -3.010 -1.169
57 H 1.432 -3.986 3.954
58 H 1.706 -2.211 1.971
59 H -0.115 -1.930 0.355
60 H -2.192 -5.585 1.842
61 H -0.396 -5.707 3.728
62 C 1.200 3.839 2.694
63 C 1.739 4.851 3.716
64 C 1.199 4.879 5.176
65 C -0.200 4.252 5.405
66 C -0.698 3.192 4.324
67 C 0.042 3.050 3.047
68 N -0.906 4.513 6.550
69 O -0.529 5.198 7.539
70 O -2.139 4.233 6.509
71 H 1.566 3.898 1.569
72 H 2.507 5.566 3.624
73 H 1.548 5.581 5.970
74 H -1.441 2.589 4.468
75 H -0.058 2.392 2.270
76 C 4.030 -0.254 -0.409
77 O 4.900 -0.984 -1.030
78 N 4.378 0.611 0.605
79 C 3.379 1.143 1.499
80 C 5.780 0.653 1.024
81 H 2.919 -0.332 -0.621
82 H 3.738 1.410 2.592
83 H 2.381 0.605 1.882
84 H 2.785 2.099 1.226
85 H 6.283 1.306 0.260
86 H 6.253 -0.256 1.095
87 H 6.114 1.080 1.950
88 C 1.938 -4.463 -1.872
89 O 2.756 -5.152 -1.290
90 N 2.335 -3.573 -2.808
91 C 1.430 -2.678 -3.613
92 C 3.702 -3.576 -3.136
93 H 0.921 -4.316 -1.584
94 H 0.873 -2.182 -2.754
95 H 0.849 -3.362 -4.179
96 H 2.094 -2.073 -4.238
97 H 4.027 -4.536 -3.516
98 H 4.241 -3.293 -2.271
99 H 4.081 -2.929 -3.923

Cartesian forces (eV/Å) of the 6 atoms listed first:
C 1.591 -4.043 -0.857
C 0.061 -0.052 0.373
C -2.721 0.300 1.328
C -0.668 2.933 0.487
C -0.545 0.245 1.216
C -3.279 -0.664 1.182

As for the total energy: -2570.68037 Eh. The HOMO-LUMO gap comes out at 0.1483 Ha. The calculation puts the energy above the lowest of the compared OMol25 structures with the same formula, charge and spin at 0.0 kJ/mol. The lowest unoccupied orbital energy is -0.16201 hartree. As for the HOMO energy: -8.44 eV.

Results of the Mulliken charge analysis, in e, for atoms 1 through 2: number 1, C, carries -1.692; number 2, C, carries 1.623